No. 1
98
Properties=species:S:1:pos:R:3:forces:R:3 method="wB97M-V/def2-TZVPD" homo_lumo_gap_ev=2.79 fmax_ev_per_a=4.92 e_lumo_ev=-5.4740 charge=+1 homo_energy_ha=-0.3039
H 1.28669 -2.86460 0.54153 0.0991 0.2529 0.1164
H -1.76373 2.70547 4.15269 0.0812 -0.3295 0.1764
H 2.86748 -7.11772 -2.00492 -0.3131 0.2240 -0.1240
C 0.57663 0.89718 2.98470 0.4577 0.1321 -0.0377
H -6.76730 2.11343 -1.93801 0.2547 -0.0890 -0.0782
C -5.38252 2.29811 0.28237 -0.5534 0.2336 0.5215
H -1.69885 3.91946 1.37554 0.2742 -0.0993 -0.1386
C 2.49243 -5.01721 -2.26140 0.5793 0.2548 -0.3411
C -5.44880 1.07962 -3.29160 0.1985 0.0370 0.2769
H 0.78477 2.67674 -2.86479 0.2568 0.0033 0.2873
C -4.94832 1.57843 -0.95337 0.4799 -0.2424 -0.4314
H -2.75198 -0.04000 7.34225 -0.0483 0.1130 -0.3658
C 2.51034 -6.34273 -2.68546 -0.2204 -0.0429 -0.0822
H -6.59646 0.18451 -4.87857 0.0383 0.1622 0.0678
C 1.73726 1.39093 3.59068 -0.1054 0.2016 -0.1078
C -3.37357 0.26061 -2.31226 -0.5277 0.4132 0.2953
H 5.54951 0.67837 -1.71787 -0.1284 -0.3765 0.0160
C 1.70257 -4.32953 -4.45169 0.1668 0.4476 0.2643
C -3.45120 -0.26980 4.01790 0.6895 0.0274 0.1799
C 3.37029 -0.17662 0.85593 0.0553 -0.0081 -0.3214
H 3.32808 4.04415 4.55633 0.0460 -0.2004 -0.1556
H 3.96188 2.38558 4.52811 -0.0133 0.1605 -0.0580
C -6.38853 1.17402 -4.45538 -0.1795 0.0354 -0.1959
C 5.29960 -0.38491 -1.74015 0.1933 0.1484 -0.1282
C 0.66143 1.39367 -1.17270 -3.3647 0.3008 1.3284
H -0.41506 5.08760 1.70262 -0.1075 -0.3145 -0.1487
C -2.68455 0.82795 3.57120 -0.7680 -0.2924 1.3078
H 1.08518 -1.15480 3.30931 -0.2777 0.2239 -0.0565
H -1.25691 -0.06296 -2.66350 -0.1571 -0.0149 0.2080
H -0.07939 -1.15818 -0.66354 0.3003 0.0121 0.2333
C 1.64681 -1.83587 0.46559 0.0565 0.0315 0.0648
C 4.78732 -3.11099 -1.97458 -0.0455 -0.2281 0.3840
H 3.47155 -0.07951 -2.84739 0.1681 -0.1297 0.3023
H 4.22069 3.46265 3.14187 -0.1940 -0.0570 0.1393
C 2.21595 2.67190 3.31828 -0.2029 -0.0718 -0.1682
H -3.97463 -0.87735 3.27684 0.3046 0.0495 0.2713
C -2.22304 1.44853 5.86372 -0.2081 -0.2149 -0.0275
H -5.18817 1.73535 1.19706 -0.1164 0.2602 -0.2653
C 2.88597 -1.47662 1.00412 0.0982 -0.4037 0.3115
H -1.80539 2.14916 6.59442 -0.1866 -0.3276 -0.2937
H 3.48541 -2.21914 1.53480 -0.1983 0.1815 -0.0940
C 0.86951 -0.88892 -0.19211 0.1805 0.1218 -0.1006
C -4.22157 0.42696 -3.40899 -0.1504 0.0349 0.3546
C -0.62180 4.10187 1.25688 -0.0522 0.5263 -0.1828
C -2.78840 0.23350 6.28462 -0.1062 0.0476 -0.1488
N -2.85736 0.83679 0.02407 0.9901 -0.9533 1.6034
H 2.77156 -4.76844 -1.23288 -0.1312 -0.1152 -0.3778
C 5.87142 -2.68100 -1.22683 -0.0875 -0.2317 -0.1812
C -2.49020 0.88172 2.13830 0.1305 0.5494 -1.3901
H -5.97015 1.79384 -5.25700 -0.0498 -0.0887 0.1322
H -3.92794 -0.00310 -4.36834 -0.1226 0.0173 0.2559
C 0.18638 -0.52023 3.28293 -0.0112 -0.4959 0.1156
H 3.08911 1.71088 -0.15577 -0.2200 -0.2455 0.3537
H 4.33530 0.11693 1.27875 -0.2631 -0.2044 -0.1016
H 1.40387 -5.93321 -5.87584 0.0286 0.2546 0.4006
N -1.31184 1.24882 1.49533 -1.1082 -0.7946 -0.6668
C 2.19910 -3.95797 -3.16822 -0.5971 -1.4943 0.3745
H 2.16533 -7.72190 -4.32484 -0.0856 0.4120 0.1249
H 6.98113 -0.96627 -0.49506 -0.2738 -0.1079 -0.2284
C 1.38638 2.40338 -1.98461 0.0757 0.3548 -0.1742
C -0.75921 1.71272 -0.94104 4.2125 -0.0017 -2.5452
O -1.31295 2.57508 -1.66863 -0.8597 -0.3136 0.9518
H -6.46535 2.45181 0.21813 0.1898 0.0769 0.0472
H 1.40637 -3.54354 -5.15210 0.1142 -0.2953 0.1850
H -7.33772 1.61815 -4.14188 0.1245 -0.0690 -0.1228
H 6.53932 -3.41187 -0.76531 -0.1651 0.2369 -0.3095
C 0.23337 3.08448 1.95564 0.5056 0.0742 -0.0316
H -0.39631 4.18866 0.18384 -0.1904 -0.2017 0.2369
C 2.11720 -6.68312 -3.98737 0.2330 0.6093 0.1356
H -2.34719 -1.25328 -3.36555 0.0470 0.0655 0.2755
C 1.36609 0.41816 -0.39468 0.6192 -0.0354 -0.0677
H 2.37065 2.03499 -2.30903 -0.1851 0.1596 0.0337
H 4.67118 -4.17274 -2.19227 0.0356 0.3647 0.1896
C -2.18380 1.76290 4.50664 0.0315 -0.6011 -0.5408
H -2.02660 -1.29670 -1.62710 -0.0529 0.1776 -0.0406
C -2.18243 -0.62535 -2.47922 0.4176 -0.2624 -0.4425
C 3.50086 3.16743 3.91737 0.2004 0.0222 0.1590
C -0.14176 1.74897 2.13767 0.8109 -0.0867 0.4257
H 1.74924 -1.81186 -3.00884 0.1732 0.0682 -0.2996
C 3.78285 -2.18335 -2.41026 0.2049 0.0583 0.0703
C -3.44429 -0.60717 5.36921 -0.0122 0.4022 0.1422
C 2.66095 0.73630 0.09584 -0.2672 -0.1647 -0.0624
C 1.46156 3.50210 2.48755 -0.4942 -0.2071 0.0439
H 1.53103 3.32014 -1.37841 0.1104 -0.0965 -0.4361
C -5.79973 1.62301 -2.05559 0.2064 -0.1464 -0.1709
H -0.29040 -0.60402 4.27143 0.0257 0.1148 -0.2394
N -3.40915 0.57319 1.26116 0.5732 0.3691 -0.0364
C 2.49667 -2.58410 -2.83364 1.0702 -0.0132 -0.4819
C -3.72505 0.89010 -1.09765 -0.6279 -0.2114 -1.1661
H 2.28592 0.74583 4.28207 -0.1260 0.1481 -0.2595
C 4.14518 -0.80159 -2.38026 -0.4112 0.1522 0.4496
H -4.92866 3.29451 0.37635 0.0834 -0.2445 -0.0977
H -0.49327 -0.95037 2.54058 0.1065 0.1088 0.1152
C 1.70263 -5.66444 -4.85831 0.0013 -0.1356 0.1346
H -3.94980 -1.51967 5.70263 0.1948 0.4428 -0.0631
C -1.54136 1.09216 0.14475 -1.3629 1.5839 0.7494
H 1.78861 4.52440 2.27681 -0.0773 -0.2954 0.1728
C 6.12612 -1.31042 -1.08156 -0.4884 0.0951 -0.4004

***

No. 2
105
Properties=species:S:1:pos:R:3:forces:R:3 method="wB97M-V/def2-TZVPD" homo_lumo_gap_ev="4.03 / 4.19" s_squared=2.04 fmax_ev_per_a=0.29 e_lumo_ev="-10.1253 / -9.9625" charge=+3 homo_energy_ha="-0.5203 / -0.5203" spin_multiplicity=3
H -3.27922 -3.95536 0.52995 0.0004 -0.0020 -0.0031
C -0.46422 -3.86993 -4.69674 0.0100 0.0153 -0.0062
H -1.64608 -4.16708 -0.10577 -0.0008 -0.0033 -0.0046
C 1.49310 1.91581 2.55439 0.0118 -0.0013 -0.0359
H 4.13434 0.72417 -5.74053 0.0002 -0.0078 0.0043
H 0.48110 2.28339 2.61328 -0.0032 0.0306 -0.0187
H -3.63052 1.01452 -4.01123 -0.0017 -0.0164 0.0244
H 2.53692 -0.63702 -4.46489 0.0468 0.0056 0.0144
P 0.34964 0.11621 -2.62154 -0.0110 -0.0120 -0.0603
N -1.08878 0.97697 -2.75343 -0.0876 -0.1077 -0.1012
H -4.37356 -2.78759 -3.72942 0.0014 0.0007 0.0019
C 1.49458 2.45603 -3.51892 0.0578 -0.0119 0.0179
H -6.46376 -2.42653 -2.45832 0.0001 0.0038 -0.0020
H -3.98333 -1.65054 1.38367 0.0008 -0.0031 -0.0006
C -1.14874 -0.22161 2.57572 -0.1209 0.0266 -0.0289
P -1.89872 0.70570 -1.30413 -0.0619 -0.0428 0.0967
C -0.41935 -3.81905 -3.30944 -0.0146 0.0057 -0.0201
C -2.30969 2.70290 0.59817 0.0370 0.0263 -0.0176
C 0.14058 -1.47873 -3.41700 0.0102 0.0350 -0.0739
O 0.65241 2.10725 -0.64628 -0.0584 -0.0316 0.0637
C 0.92321 3.36965 -0.22880 0.0124 0.0458 0.0100
C -4.49350 -0.16284 -0.89746 -0.0241 0.0098 -0.0041
H 0.80517 -1.09681 2.32696 -0.0024 -0.0158 0.0064
C 3.02492 0.53644 1.53362 -0.0078 0.0096 0.0122
H 5.03400 0.52640 2.26311 -0.0008 0.0006 0.0025
H -4.78690 -0.42540 -8.19963 0.0035 -0.0013 -0.0032
H -0.84065 0.49138 3.32915 -0.0003 -0.0001 -0.0069
H -3.41414 2.98792 -5.52320 0.0069 -0.0008 0.0003
H 0.06716 -2.72049 0.62370 0.0097 -0.0057 0.0004
C 3.40643 1.20701 -5.10269 0.0048 0.0111 -0.0149
C -0.64563 -2.01607 1.02806 0.0240 -0.1107 0.0574
H -2.53759 0.09334 -5.02699 -0.0075 -0.0258 0.0145
H -6.54034 -0.73921 -0.65431 0.0006 -0.0006 -0.0002
C 3.32145 -3.08247 -2.94570 0.0394 0.0399 -0.0111
C -2.00964 -2.26675 0.82507 -0.0363 0.0120 0.0794
H 2.31568 4.29610 -4.24126 -0.0042 0.0008 0.0024
C -3.30668 -0.36667 -1.60891 -0.0041 0.0148 -0.0325
H 2.19030 3.10691 4.18878 0.0004 -0.0006 -0.0016
H 0.27441 -0.64579 -5.41048 -0.0264 -0.0073 0.0028
Br 3.25014 -5.84231 -3.58088 0.0033 -0.0157 -0.0136
C 3.18262 -0.55106 0.59182 0.0656 0.0191 0.0002
H -0.26731 -2.76424 -6.52774 -0.0046 0.0009 0.0007
O 0.59277 3.81336 0.82569 -0.0269 -0.0625 -0.0490
C -0.21585 -1.06661 1.97056 0.0445 -0.0115 -0.2035
C -0.13065 -2.62361 -2.67270 -0.0015 -0.0054 0.0144
H -3.23809 0.20658 2.81139 0.0009 0.0005 -0.0009
C 3.07308 -1.97311 -2.15099 0.0339 -0.0814 -0.0399
C -3.78420 4.56364 0.26103 -0.0104 0.0023 -0.0016
C 2.38377 3.21652 -4.25678 0.0042 -0.0104 -0.0009
Mo 0.38221 0.29940 -0.05172 0.1912 0.1585 0.1433
C -2.77288 1.10205 -4.67964 0.0233 -0.0272 0.0196
H -4.24368 5.47294 0.62474 0.0024 0.0008 -0.0025
C -3.26841 -1.32857 -2.62250 0.0134 0.0301 -0.0328
H -2.81468 -3.14972 -0.95986 -0.0160 0.0170 -0.0109
C -2.89753 3.86731 1.06838 0.0060 0.0023 -0.0068
C -3.17725 1.97660 -5.86284 -0.0284 -0.0020 0.0001
C -2.92506 -1.45001 1.48791 0.0472 0.0473 0.0305
C -2.50378 -0.41182 2.31061 -0.0047 -0.0641 -0.0304
H -2.66097 4.23446 2.05779 -0.0008 -0.0027 0.0014
N 2.18693 -0.96306 -0.10860 0.0091 -0.0461 -0.0514
C -5.57660 -1.85785 -2.21293 0.0106 -0.0088 -0.0041
C 3.34936 2.59219 -5.03823 -0.0029 0.0000 -0.0137
C 3.75872 1.91171 3.33354 0.0260 -0.0128 -0.0031
C -3.97484 -0.01091 -7.60564 -0.0009 0.0023 0.0146
C 2.23796 -3.40693 -0.40338 -0.0104 0.0126 -0.0196
H 4.14131 -1.05921 0.51427 -0.0069 -0.0094 0.0205
C -3.51906 2.92560 -1.47905 0.0101 -0.0192 -0.0133
C -1.56844 1.69577 -3.96695 0.0282 0.0659 0.0272
H 4.04083 3.18699 -5.61996 0.0026 0.0059 0.0086
C 2.46653 2.37998 3.43777 -0.0365 0.0058 0.0160
H -0.72164 1.73569 -4.65357 -0.0243 0.0020 0.0027
C 0.07891 -1.52921 -4.81449 -0.0097 -0.0230 0.0164
H 0.71361 2.94108 -2.95064 0.0241 0.0195 0.0021
C -4.09423 4.09363 -1.01092 -0.0044 0.0138 0.0163
C 2.51550 0.43972 -4.36962 -0.0367 -0.0223 0.0234
H 1.89871 -3.54268 0.61611 -0.0196 -0.0093 -0.0167
C -4.40140 -2.06288 -2.92636 -0.0186 -0.0057 0.0124
H 3.36030 -0.98632 -2.48352 -0.0211 0.0467 -0.0115
H -3.80183 2.54783 -2.45414 -0.0032 0.0051 0.0156
H -1.77094 2.72804 -3.66952 -0.0042 0.0032 0.0008
C 2.48297 -4.51523 -1.19770 0.0227 -0.0069 -0.0142
H -4.79653 4.63291 -1.63213 -0.0012 -0.0019 0.0010
H -4.54948 0.59755 -0.12864 0.0027 0.0018 -0.0005
H -0.68456 -4.80424 -5.19598 -0.0010 0.0000 0.0006
C -0.22667 -2.72354 -5.44739 0.0153 -0.0204 0.0043
H 3.78397 -2.96769 -3.91721 -0.0017 -0.0039 0.0017
C -2.45610 -3.45013 0.02454 -0.0024 0.0012 0.0072
S -4.66439 1.38357 -6.69422 0.0035 -0.0023 -0.0116
H -3.60158 -0.79289 -6.94373 -0.0034 -0.0014 -0.0071
H 1.46364 3.93173 -0.99902 0.0132 -0.0067 0.0019
H -0.11388 -2.58453 -1.59187 -0.0161 0.0068 0.0069
H -3.18791 0.32153 -8.28152 -0.0028 0.0005 -0.0041
H -1.62071 2.16383 1.23766 0.0184 -0.0014 0.0074
C -2.60653 2.22931 -0.67649 0.0141 0.0322 0.0126
H -2.36984 -1.48294 -3.20228 -0.0041 0.0138 -0.0058
C -5.62053 -0.91153 -1.19703 0.0101 0.0051 0.0066
H -2.36522 2.06592 -6.58929 0.0049 -0.0023 0.0025
C 1.56488 1.05795 -3.55175 -0.0296 0.0328 0.0243
N 1.76583 1.02606 1.60217 -0.0395 0.0090 -0.0136
C 2.98725 -4.34726 -2.48399 -0.0148 0.0108 0.0550
C 2.48059 -2.13926 -0.91490 -0.0452 0.0141 0.0760
H 4.53281 2.26481 4.00160 0.0010 0.0016 -0.0037
H -0.60900 -4.71288 -2.72911 -0.0027 0.0015 0.0044
C 4.04414 0.95195 2.36190 0.0009 0.0046 0.0175
H 2.30065 -5.51078 -0.81618 -0.0002 0.0040 0.0061